[1]
A molecular structure, C29H48BrEuNOP2, computed with ωB97M-V with the def2-TZVPD basis set.

Values from the calculation:
- spin multiplicity = 8
- expectation value of S² = 15.760
- total charge = +2
- E_HOMO (alpha / beta) (eV) = -13.9345 / -13.9673
- gap between HOMO and LUMO (alpha / beta) (eV) = 8.07 / 8.20
- energy above the lowest of the compared OMol25 structures with the same formula, charge and spin (kJ/mol) = 0.00

Structure (XYZ):
```
83
Properties=species:S:1:pos:R:3:forces:R:3
C 1.96783 4.17149 -0.66075 -0.2 0.0 0.3
C 0.94887 3.70453 -1.51097 0.5 0.2 -0.5
C 1.30384 3.45325 -2.85167 -0.2 0.0 0.0
C 2.64127 3.59327 -3.24166 -0.1 0.1 0.5
N 3.61714 3.95007 -2.39487 -0.4 0.3 0.1
C 3.27623 4.27788 -1.14119 -0.4 -0.2 -0.3
C -0.39285 3.49653 -1.00350 -1.4 -0.7 1.0
C -1.47128 3.23843 -0.47003 1.3 0.0 -0.7
C -2.69037 2.91350 0.25468 -0.6 0.2 -0.3
C -2.93720 1.59641 0.71379 0.0 0.0 0.0
C -3.95066 1.32644 1.64681 0.2 0.5 -0.8
C -4.86271 2.34272 1.91744 -0.3 0.1 0.3
C -4.78637 3.60457 1.30205 0.6 -0.6 -0.2
C -3.68473 3.89414 0.49456 0.5 -0.2 0.1
Eu -0.39282 0.73293 1.43833 0.5 0.1 -1.3
P 2.15954 -0.26265 -0.05150 1.0 -0.1 -0.3
H 0.55637 3.16393 -3.59755 0.2 0.1 0.4
H 1.73637 4.46046 0.37199 0.1 -0.1 -0.4
H 2.94241 3.41299 -4.27741 -0.1 0.0 0.4
H 4.07132 4.65490 -0.49266 -0.2 -0.2 -0.2
H -3.57681 4.86879 0.00371 -0.1 -0.4 0.4
H -2.47694 0.74525 0.16335 0.0 0.5 0.6
H -5.56348 4.34505 1.44422 0.0 -0.1 0.1
H -4.05784 0.33934 2.09422 -0.2 0.2 -0.3
C 2.80618 -1.99146 0.16311 -0.5 -0.1 0.3
C 3.96344 -2.44320 -0.73056 0.2 -0.2 0.0
H 1.93067 -2.64177 -0.02525 0.3 0.1 0.1
H 3.06713 -2.12723 1.22906 -0.1 0.1 -0.4
H 4.19791 -3.49269 -0.52112 -0.1 0.1 0.0
H 3.71675 -2.37717 -1.79325 0.0 0.0 0.2
H 4.88366 -1.87922 -0.55685 -0.3 -0.1 -0.1
C 2.38039 -0.02106 -1.88433 -0.6 0.2 0.1
C 3.76246 0.39275 -2.38277 0.3 0.1 -0.3
H 1.64622 0.75419 -2.15368 0.2 -0.2 -0.1
H 2.05313 -0.94343 -2.39143 0.0 0.2 0.3
H 3.75781 0.43104 -3.48179 -0.1 0.0 0.3
H 4.03719 1.39866 -2.03804 0.0 -0.3 0.0
H 4.55525 -0.31107 -2.09934 -0.3 0.3 -0.1
C 3.46433 0.80903 0.72555 -0.2 0.0 0.0
C 4.91309 0.32791 0.71807 0.5 0.2 0.1
H 3.14069 0.93961 1.77142 0.1 0.0 -0.1
H 3.38757 1.80299 0.26157 0.0 -0.2 0.1
H 5.53356 1.03833 1.28220 -0.2 -0.2 -0.1
H 5.03042 -0.65048 1.20019 -0.1 0.3 -0.1
H 5.34419 0.27518 -0.29013 -0.2 0.0 0.4
Br -6.29602 1.91445 3.08272 0.2 0.3 -0.2
P -1.35864 -1.40125 -1.13077 -0.8 -0.1 -0.1
C -0.48827 -2.37240 -2.44872 0.6 0.2 0.2
C -1.13428 -3.66917 -2.93934 0.0 -0.1 -0.2
H 0.49842 -2.59488 -2.00227 -0.3 0.0 -0.3
H -0.30483 -1.69196 -3.29638 0.0 -0.2 0.3
H -0.41357 -4.19101 -3.58227 -0.2 0.1 0.1
H -1.39214 -4.34266 -2.11467 0.1 0.1 -0.2
H -2.03780 -3.49146 -3.53865 0.3 0.0 0.2
C -2.47273 -2.66070 -0.33120 0.1 0.2 0.3
C -3.85864 -2.91823 -0.92103 -0.3 -0.3 0.0
H -2.58972 -2.29639 0.70476 0.0 -0.2 -0.2
H -1.90689 -3.60358 -0.26926 -0.1 0.3 0.1
H -4.42224 -3.55236 -0.22228 0.1 0.1 -0.2
H -4.43976 -1.99874 -1.06119 0.2 -0.2 0.0
H -3.82779 -3.44848 -1.88274 0.1 0.2 0.3
C -2.52466 -0.30113 -2.08533 0.3 0.1 0.1
C -2.97756 -0.76084 -3.46831 -0.3 0.1 -0.2
H -1.97372 0.65084 -2.17471 -0.2 -0.1 -0.1
H -3.39824 -0.09243 -1.44773 0.2 -0.1 -0.2
H -3.55684 0.05245 -3.92769 0.1 -0.3 0.0
H -2.13374 -0.98153 -4.13292 -0.2 0.1 0.2
H -3.62984 -1.64465 -3.42920 0.3 0.3 0.0
C 1.52824 -1.86364 4.08076 0.3 0.2 0.1
C 0.10420 -1.89876 3.58277 0.0 0.1 0.1
O -0.42007 -0.54939 3.35468 -0.2 -0.2 0.2
C -1.00068 0.19753 4.47655 0.5 -0.6 0.1
C -2.07498 -0.61495 5.17756 0.0 0.4 0.1
H 2.21924 -1.51227 3.30099 -0.2 -0.1 0.2
H 1.83390 -2.86359 4.40369 0.0 0.1 -0.2
H 1.63503 -1.21113 4.95389 -0.1 -0.1 -0.1
H 0.02925 -2.39026 2.60295 -0.1 0.1 0.3
H -0.54020 -2.41754 4.29853 0.1 0.1 -0.4
H -0.16406 0.49692 5.12187 -0.3 -0.1 0.1
H -1.41479 1.11937 4.02656 0.0 -0.2 0.1
H -1.69176 -1.58010 5.52765 -0.2 0.4 0.0
H -2.42896 -0.05722 6.05256 0.0 -0.1 -0.2
H -2.92403 -0.77398 4.50417 0.1 -0.1 0.2
```
Forces are in eV/Å.

---

[2]
A molecular structure, C30H18F6N9O10PtS2, computed with ωB97M-V with the def2-TZVPD basis set.

Values from the calculation:
- spin multiplicity = 5
- expectation value of S² = 6.038
- total charge = +1
- E_HOMO (alpha / beta) (eV) = -11.0543 / -11.9794
- gap between HOMO and LUMO (alpha / beta) (eV) = 7.32 / 5.33
- energy above the lowest of the compared OMol25 structures with the same formula, charge and spin (kJ/mol) = 0.00

Structure (XYZ):
```
76
Properties=species:S:1:pos:R:3:forces:R:3
Pt 0.21281 0.27360 0.48104 0.3 -0.1 0.3
N 3.83653 0.33049 3.20368 0.0 0.0 0.0
C 2.53316 0.60682 3.12506 0.0 0.0 0.0
N 2.12249 0.34418 1.90210 0.0 0.0 -0.1
C 3.24125 -0.09465 1.26520 0.0 0.0 0.0
N 4.30757 -0.11778 2.02745 0.0 0.0 0.0
C 3.20599 -0.48236 -0.14579 0.0 0.0 0.0
C 4.33501 -0.92788 -0.81751 0.0 0.0 0.0
N 4.29254 -1.27807 -2.09635 0.0 0.0 0.0
C 3.11807 -1.17985 -2.70446 0.0 0.0 0.0
C 1.97602 -0.73550 -2.04955 0.0 0.0 0.0
N 2.02125 -0.38778 -0.76386 0.0 0.1 0.0
H 4.45764 0.42508 3.99205 0.0 0.0 0.0
H 1.94156 0.98718 3.94110 0.0 0.0 0.0
H 5.28293 -1.00004 -0.29974 0.0 0.0 0.0
H 3.06653 -1.46664 -3.74694 0.0 0.0 0.0
H 1.01954 -0.69266 -2.54832 0.0 0.0 0.0
C -2.55994 2.81011 2.51523 0.0 0.0 0.0
C -3.17216 1.87369 3.37194 0.0 0.0 0.0
C -2.71240 0.56076 3.46408 0.0 0.0 0.0
C -1.64231 0.16367 2.69251 0.0 0.0 0.0
C -1.04180 1.08405 1.75788 -0.1 0.1 -0.1
C -1.49317 2.43478 1.74767 0.0 0.0 0.0
C -1.15467 -1.22560 2.65801 0.0 0.0 0.0
C -1.42834 -2.16738 3.66830 0.0 0.0 0.0
C -0.99996 -3.45320 3.50440 0.0 0.0 0.0
C -0.35585 -3.83787 2.31088 0.1 0.0 0.0
C 0.02037 -5.17360 2.03925 0.0 0.0 0.0
C 0.55810 -5.50272 0.82908 0.0 0.0 0.0
C 0.73050 -4.51508 -0.16698 0.1 0.0 0.0
C 0.41053 -3.21037 0.07429 0.1 0.0 0.0
C -0.11943 -2.84350 1.33026 0.1 0.0 0.0
N -0.46645 -1.55012 1.57448 0.0 0.0 0.0
H -2.94460 3.81989 2.46897 0.0 0.0 0.0
H -4.01806 2.18020 3.97330 0.0 0.0 0.0
H -3.22326 -0.13542 4.11494 0.0 0.0 0.0
H -1.01631 3.14078 1.08167 0.0 0.0 0.0
H -1.95922 -1.86616 4.55924 0.0 0.0 0.0
H -1.17817 -4.19578 4.27227 0.0 0.0 0.0
H -0.15137 -5.92864 2.79575 0.0 0.0 0.0
H 0.82507 -6.52834 0.61434 0.0 0.0 0.0
H 1.09162 -4.79962 -1.14643 0.0 0.0 0.0
H 0.47160 -2.47457 -0.71208 0.0 0.0 0.0
O -2.34150 1.00803 -2.66476 0.0 -0.1 0.0
C -1.80802 2.19801 -2.29582 0.1 0.0 -0.1
O -1.23347 2.39354 -1.25838 -0.1 0.0 0.0
C -1.99803 3.21975 -3.35995 0.0 0.0 0.0
C -1.51755 4.49967 -3.11344 0.0 0.0 0.0
C -1.67299 5.46213 -4.08802 -0.1 0.0 0.1
C -2.28091 5.20312 -5.30129 0.0 0.0 0.0
C -2.74015 3.91753 -5.50898 0.0 0.0 0.0
C -2.61650 2.91553 -4.56764 0.0 0.0 0.0
N -3.39010 3.59852 -6.80174 0.1 0.0 0.0
O -3.50095 4.50211 -7.59870 0.0 0.0 0.0
O -3.75138 2.45459 -6.96644 0.0 0.0 0.0
N -1.16485 6.82701 -3.82353 0.5 -0.2 -0.2
O -1.28459 7.64142 -4.70893 -0.2 0.1 0.1
O -0.60069 7.00760 -2.76501 -0.2 0.1 0.1
H -1.03218 4.74106 -2.17973 0.0 0.0 0.0
H -2.39206 5.96950 -6.05367 0.0 0.0 0.0
H -2.99493 1.92732 -4.78386 0.0 0.0 0.0
F -2.26721 -4.81040 -0.14922 -0.2 0.0 0.0
C -2.91430 -3.66904 -0.29819 0.0 0.0 0.0
F -2.92742 -2.99352 0.84729 -0.2 0.0 0.0
F -4.12449 -3.85321 -0.75371 0.0 0.0 0.0
S -2.23667 -0.32588 -1.69560 -0.2 0.0 0.1
O -0.81370 -0.43059 -1.37099 0.1 0.1 -0.1
O -3.10698 -0.08957 -0.59708 0.0 0.0 0.0
N -2.73032 -1.41922 -2.64694 0.0 0.0 0.0
S -1.81334 -2.31647 -3.60339 0.1 0.0 0.0
O -2.60563 -3.39453 -4.07941 0.0 0.0 0.0
O -0.49272 -2.55341 -3.08752 0.0 -0.1 0.0
C -1.51583 -1.20891 -5.05024 0.0 0.0 0.0
F -0.92845 -1.89878 -6.01585 0.0 0.0 0.0
F -0.69539 -0.20434 -4.68356 0.0 0.0 0.0
F -2.64315 -0.67766 -5.50282 0.0 0.0 0.0
```
Forces are in eV/Å.

---

Q: The lowest total charge belongs to which entry?
A: C30H18F6N9O10PtS2